Entry 1:
Here is a cluster of 2 separate species, C8H10N3O2 in total from OMol25. Energies are from the ωB97M-V functional and the def2-TZVPD basis.

Values from the calculation:
2S+1: 3
Net charge: +1
Frontier orbital gap (alpha / beta) (Eh): 0.2874 / 0.2828

XYZ file:
```
23
Properties=species:S:1:pos:R:3:forces:R:3:lowdin_spin:R:1
C 1.069374 0.368488 -0.008827 0.50 0.07 1.26 0.04
C 2.313075 -0.079076 0.193777 -0.28 -2.51 0.02 -0.01
C 2.657166 -1.652702 0.020624 -0.43 3.15 0.50 0.00
C 0.194052 -1.941266 -0.573039 -0.16 -0.32 -0.58 0.02
C -3.518934 -2.205422 0.207866 1.27 1.16 -0.39 0.13
C -1.257406 -0.098011 0.089496 0.56 -0.72 -1.94 0.65
C 3.449827 0.726031 0.639250 1.55 1.80 -2.87 0.00
C -1.848714 1.092593 0.589699 -0.10 0.45 1.03 0.09
N -2.503786 -1.833243 0.796748 -0.65 0.23 0.13 0.85
N 1.524855 -2.334342 -0.411023 -0.35 -1.75 -0.45 0.00
N -0.090100 -0.516667 -0.234677 1.77 0.94 0.83 0.09
O 3.737688 -2.125828 0.243094 -1.29 0.09 -0.42 0.00
O -0.699271 -2.631724 -0.962237 1.03 0.35 0.19 0.00
H 0.871755 1.414809 0.288080 -0.33 -0.80 -0.62 0.00
H -3.990545 -3.034087 0.580163 -1.66 -2.37 0.99 0.04
H -3.925856 -1.807844 -0.727703 0.24 0.42 -0.06 0.05
H 4.233557 0.154356 1.077311 0.38 -0.64 0.42 0.00
H 3.304142 1.629622 1.195343 -0.81 0.20 0.69 0.00
H 3.937336 1.190828 -0.314963 -0.59 -1.01 1.30 0.00
H -2.908493 1.220582 0.246561 1.19 0.40 -0.11 0.01
H -1.115157 1.943027 0.633455 -1.15 -0.34 -0.53 0.03
H -1.984586 0.826556 1.643125 -0.09 0.03 0.36 0.00
H 1.719627 -3.338391 -0.644339 -0.60 1.17 0.27 0.00
```
Positions in Å, forces in eV/Å.

---

Entry 2:
Here is a structure of composition C7H26AgN6O7 from OMol25. Energies are from the ωB97M-V functional and the def2-TZVPD basis.

Values from the calculation:
Net charge: -1
Frontier orbital gap (Eh): 0.2929

XYZ file:
```
47
Properties=species:S:1:pos:R:3:forces:R:3:nbo_charge:R:1
Ag -0.036977 -0.075213 0.022916 0.43 -0.19 0.18 0.92
O -1.732456 1.452669 -0.131386 -0.33 -0.19 -0.11 -1.31
H -1.553869 2.373440 0.045337 0.26 0.29 -0.08 0.46
O 1.508671 -0.726144 1.597491 -0.63 0.36 -0.17 -1.32
H 2.311853 -0.885039 2.083937 0.33 -0.20 0.07 0.46
C 2.219507 -4.278639 -1.703543 -0.50 -0.05 -1.12 -0.61
C 1.669865 -2.958415 -1.175438 0.27 -0.14 -0.56 -0.07
O 1.756545 -3.045597 0.219354 -0.41 0.13 0.34 -0.78
H 1.650208 -5.151018 -1.375002 0.28 0.10 0.73 0.20
H 3.286877 -4.335180 -1.499242 -0.04 -0.36 0.27 0.20
H 2.093756 -4.385668 -2.792175 0.19 0.53 -0.03 0.18
H 0.679067 -2.743752 -1.593291 -0.35 -0.34 0.50 0.17
H 2.262199 -2.149860 -1.627436 0.33 0.12 0.43 0.15
H 1.459384 -2.231517 0.724472 0.48 0.00 -0.49 0.52
C 3.008315 3.944172 1.257476 -0.58 -0.50 -0.71 -0.63
C 2.994248 2.475387 1.669140 -0.38 0.79 0.35 -0.05
O 1.961692 1.863707 0.939214 0.41 -0.16 0.18 -0.78
H 3.701498 4.598015 1.782267 0.23 -0.18 -0.02 0.19
H 1.994245 4.330956 1.380723 0.04 0.06 0.13 0.21
H 3.178267 3.911165 0.176420 0.25 0.49 0.07 0.20
H 2.776042 2.445118 2.746770 0.24 -0.33 0.04 0.14
H 3.971680 2.026157 1.457835 0.02 -0.13 0.15 0.14
H 1.927866 0.903030 1.211513 -0.27 -0.05 -0.12 0.51
C -2.722296 -1.782229 -0.334163 -0.42 -1.02 -1.43 0.78
O -1.580578 -1.940180 -0.783833 -0.34 0.52 1.10 -0.70
N -3.373261 -0.604414 -0.233764 0.60 -0.32 -0.04 -0.86
N -3.512973 -2.908154 -0.120390 -0.02 -0.03 0.09 -0.87
H -2.801847 0.257251 -0.202866 -0.21 0.40 -0.08 0.46
H -4.345863 -0.594605 -0.014896 -0.16 0.06 0.34 0.37
H -3.071761 -3.788474 0.065841 0.29 0.08 -0.18 0.40
H -4.485216 -2.853517 0.111259 -0.01 0.24 0.26 0.37
C 0.326751 0.458912 -3.049435 -0.86 0.31 0.96 0.78
O 1.089578 0.331949 -2.093058 0.18 -0.09 -0.81 -0.69
N 0.716446 0.326808 -4.349978 0.48 -0.03 0.31 -0.85
N -0.994545 0.749670 -2.874430 0.18 -0.05 -0.14 -0.86
H 0.046539 0.389070 -5.084379 0.07 -0.04 -0.34 0.38
H 1.690969 0.152510 -4.508418 -0.08 -0.09 -0.21 0.41
H -1.579197 0.958610 -3.658931 -0.06 0.03 -0.09 0.37
H -1.327581 1.013506 -1.942231 0.06 0.06 0.17 0.45
C -2.109478 1.559646 3.539303 0.89 -0.84 0.95 0.77
O -2.076344 1.474632 4.770464 -0.32 0.39 -0.60 -0.70
N -3.186809 2.017667 2.823100 -0.16 0.19 -1.24 -0.87
N -1.078754 1.171622 2.728332 -1.21 0.59 -0.03 -0.86
H -3.139070 1.945984 1.813505 0.11 0.00 0.15 0.40
H -4.078188 2.294875 3.174616 0.15 -0.13 0.77 0.39
H -1.287152 1.193918 1.731811 0.59 -0.11 -0.03 0.41
H -0.207852 0.817169 3.075189 0.02 -0.18 0.08 0.43
```
Positions in Å, forces in eV/Å.